# 1
11
Properties=species:S:1:pos:R:3 method="wB97M-V/def2-TZVPD" total_charge=0 spin_multiplicity=1
O -0.618 -1.827 -2.008
C -0.168 -1.066 -1.206
N -0.513 -1.001 0.187
C 0.162 -0.139 0.921
C 1.050 0.481 -0.120
O 0.755 -0.124 -1.399
H -1.223 -1.631 0.543
H -1.430 2.016 1.453
H -1.018 1.449 1.697
H 2.097 0.280 0.132
H 0.907 1.563 -0.201


# 2
11
Properties=species:S:1:pos:R:3 method="wB97M-V/def2-TZVPD" total_charge=0 spin_multiplicity=1
C 1.479 -0.823 0.494
O 0.077 -0.944 0.537
C -0.601 0.094 -0.065
N -1.982 -0.084 -0.202
C -0.030 1.210 -0.491
O 0.398 2.233 -0.892
H 1.832 0.034 1.087
H 1.881 -1.743 0.916
H 1.835 -0.709 -0.540
H -2.563 0.565 0.305
H -2.322 -0.264 -1.137


# 3
11
Properties=species:S:1:pos:R:3 method="wB97M-V/def2-TZVPD" total_charge=0 spin_multiplicity=1
C -0.779 -0.285 -1.499
C -0.942 0.408 0.533
C 0.545 -0.099 0.176
N -1.506 0.513 -0.830
O 1.676 0.665 0.125
O 0.841 -1.296 0.713
H -0.911 -0.744 -2.372
H -1.306 -0.443 1.069
H -0.957 1.257 1.200
H 1.537 1.557 0.259
H 1.803 -1.532 0.627


# 4
11
Properties=species:S:1:pos:R:3 method="wB97M-V/def2-TZVPD" total_charge=0 spin_multiplicity=1
N 2.250 1.091 0.157
C 1.161 0.513 0.043
O -0.098 1.200 0.286
C -1.219 0.334 0.140
C -0.600 -1.074 -0.232
O 0.812 -0.851 -0.308
H 3.270 1.103 0.143
H -1.902 0.668 -0.663
H -1.795 0.238 1.076
H -0.855 -1.810 0.551
H -1.024 -1.410 -1.194


no.,E (Ha),molecular weight (g/mol),HOMO-LUMO gap (Ha)
1,-322.4651,87.1,0.367
2,-322.4745,87.1,0.327
3,-322.3975,87.1,0.302
4,-322.4958,87.1,0.404